Record 1
Entry from the Open Molecules 2025 dataset: an isolated ion of composition C8H19N2 and charge +1 in a non-equilibrium geometry (ωB97M-V/def2-TZVPD).

Cartesian coordinates (Å):
H -1.63865 0.80922 1.45896
N -0.83951 -0.55762 -1.32028
C -0.80712 -0.61027 0.09949
C 1.32562 -0.43504 1.41671
H -1.76865 -0.73064 -1.71289
H 2.44362 2.85167 0.25168
H -1.22254 -1.94510 1.70187
C 1.97921 1.91398 0.65632
N 0.38907 0.16480 0.52442
H -2.78712 -0.40001 1.08301
C -0.07780 2.19458 -0.90855
H 0.52116 3.09593 -1.42103
H 1.40537 0.25162 2.35972
H 0.91260 -1.42678 1.79679
H 0.21924 -0.87893 -3.09079
C 0.07462 -1.44828 -2.11186
C -2.01026 0.24056 0.66349
C 0.75358 1.35279 0.07295
H -0.63334 1.56213 -1.66843
H 2.34071 -0.57607 1.01556
H 1.76782 2.09008 1.76122
H -1.88375 -2.37209 0.17595
H -0.96933 2.57882 -0.32034
H 0.98631 -1.47394 -1.69137
H -2.58053 0.84456 -0.11484
H -0.48176 -2.43934 -2.11464
C -0.98177 -2.02612 0.60217
H 2.66625 1.13260 0.39005
H -0.18224 -2.85375 0.38835

Atomic forces in eV per Å
H 0.231 1.240 1.085
N 0.067 -0.077 -1.958
C -2.103 0.932 -0.914
C -0.159 -1.293 3.900
H 0.259 0.367 0.678
H -1.245 -0.747 -0.005
H 0.585 -0.616 -0.889
C 0.292 1.496 0.340
N 1.714 0.970 -1.145
H 0.155 -0.198 -0.005
C -0.347 0.713 -0.643
H -1.304 -2.195 1.488
H 0.087 -1.477 -1.558
H 0.754 1.408 -0.669
H -0.441 -1.495 0.903
C -4.521 0.974 -1.448
C -1.354 -1.043 -1.871
C -2.269 0.786 -1.218
H 1.209 0.630 0.794
H -0.546 -0.055 0.021
H 0.844 -0.547 -1.204
H -1.011 -0.324 -0.678
H 1.210 0.055 -0.405
H 3.236 -0.515 1.702
H 1.216 -0.510 0.905
H 1.492 0.837 -0.825
C 2.001 -1.032 2.313
H 1.148 -0.166 0.874
H -1.203 1.881 0.434

Its SMILES is CNC(C)(C)[N+](C)=C(C)C. The value obtained for the energy above the lowest of the compared OMol25 structures with the same formula, charge and spin is 204.35 kJ/mol. The HOMO energy is -12.7 eV. The calculation puts the molecular weight at 143.254 g mol⁻¹. As for the charge: +1. For the HOMO-LUMO gap, the calculation gives 9.043 eV.

Record 2
Entry from the Open Molecules 2025 dataset: one molecule with the formula C10H13P in a non-equilibrium geometry (ωB97M-V/def2-TZVPD).

Cartesian coordinates (Å):
H -0.34593 2.12760 -1.82001
H -0.28621 0.13167 2.91540
H 1.88074 -2.39849 -0.45488
C 1.16711 -1.61479 -0.22993
C 1.03894 -0.36966 -1.14768
H -1.02569 -1.81784 -0.63447
H -1.91004 1.60304 -1.02225
P 2.95463 0.65940 1.12063
C 1.29503 0.69518 0.98415
H 1.32741 -0.55636 -2.27408
C -1.41416 -0.89587 -1.06942
H 0.33679 -2.09141 1.70467
C 1.90747 0.70253 -0.45376
C 0.62016 -1.37017 0.94196
C -0.42115 0.17288 -0.62061
C -0.01608 0.02058 0.89741
H -1.28373 1.32852 1.96245
C -0.94271 0.24388 2.07338
H -1.67140 -0.54258 1.95447
H -0.52171 2.29898 -0.08438
H 2.00298 1.63908 -1.01775
H -2.34474 -0.65702 -0.56055
H -1.55335 -0.93134 -2.24254
C -0.79433 1.62222 -0.92220

Atomic forces in eV per Å
H -0.427 -0.953 0.542
H -0.270 -0.065 0.812
H -0.447 -0.325 -0.125
C 1.114 0.331 -1.495
C 0.822 -0.586 0.270
H -0.527 -0.152 -0.751
H 0.854 0.541 0.005
P -0.732 0.148 -0.087
C 2.029 1.474 -1.933
H -1.110 0.486 2.175
C -0.477 0.798 -1.108
H 0.755 0.262 0.306
C 0.225 0.612 1.103
C -1.548 -0.852 -0.401
C 1.843 -1.038 -0.926
C 0.284 -0.746 0.385
H -0.211 -1.621 0.658
C 0.257 1.740 -2.005
H -0.840 0.214 0.695
H -0.247 -0.442 -0.365
H -0.320 -0.237 0.381
H -0.583 -0.204 -0.361
H 0.263 0.021 2.477
C -0.705 0.592 -0.252

Its SMILES is CC1(C)[C@@H]2C=C[C@@]1(C)C1=P[C@H]12. The value obtained for the energy above the lowest of the compared OMol25 structures with the same formula, charge and spin is 268.89 kJ/mol. The HOMO energy is -7.9 eV. The calculation puts the molecular weight at 164.188 g mol⁻¹. As for the charge: 0. For the HOMO-LUMO gap, the calculation gives 7.883 eV.

Record 3
Entry from the Open Molecules 2025 dataset: a 2-piece molecular cluster, C7H11N overall in a non-equilibrium geometry (ωB97M-V/def2-TZVPD).

Cartesian coordinates (Å):
H 3.14607 1.46850 -1.28924
N 1.48077 1.56432 -0.06486
H 0.69989 1.01328 0.13791
C -0.19279 -1.40960 0.92408
H -0.62061 -0.65008 2.95845
C -1.63516 0.29904 1.25198
H 2.08333 -0.01535 -1.04959
C -0.47840 -1.54764 -0.42936
C -1.93439 0.27470 -0.09335
C -1.37337 -0.63982 -0.93521
H 1.45339 0.98633 -2.10217
H 0.48189 -2.09190 1.43678
H -2.66990 0.76876 1.82573
H -2.41779 0.98293 -0.57895
H -1.62137 -0.55411 -1.99524
H -0.24843 -2.28470 -1.18588
H 2.44057 1.38341 0.56945
C -0.64678 -0.56383 1.83766
C 2.05309 1.01574 -1.21819

Atomic forces in eV per Å
H -2.302 -1.072 -0.780
N 4.169 2.169 2.520
H -1.127 -0.981 1.440
C 3.578 -3.932 0.048
H 0.638 0.026 -1.514
C -3.800 0.762 2.534
H 1.194 -2.201 0.003
C -1.132 0.529 -0.641
C 2.660 -1.938 1.580
C 0.604 0.220 -0.851
H -0.339 1.257 -0.978
H 0.293 -0.639 -0.797
H 3.797 -0.643 -0.825
H -3.146 3.292 -1.359
H 0.105 -0.423 0.232
H 1.086 -0.585 0.861
H -4.403 0.617 -0.746
C -4.691 3.298 0.757
C 2.816 0.245 -1.486

Its SMILES is c1ccccc1.CN. The value obtained for the energy above the lowest of the compared OMol25 structures with the same formula, charge and spin is 376.75 kJ/mol. The HOMO energy is -8.8 eV. The calculation puts the molecular weight at 109.172 g mol⁻¹. As for the charge: 0. For the HOMO-LUMO gap, the calculation gives 9.678 eV.